1.
{
  "formula": "C18H54O9S9",
  "method": "wB97M-V/def2-TZVPD",
  "relative_energy_ev": 2.2110,
  "e_homo_ev": -8.11,
  "homo_lumo_gap_ev": 7.96,
  "symbols": ["S", "S", "S", "S", "S", "S", "S", "S", "S", "O", "O", "O", "O", "O", "O", "O", "O", "O", "C", "C", "C", "C", "C", "C", "C", "C", "C", "C", "C", "C", "C", "C", "C", "C", "C", "C", "H", "H", "H", "H", "H", "H", "H", "H", "H", "H", "H", "H", "H", "H", "H", "H", "H", "H", "H", "H", "H", "H", "H", "H", "H", "H", "H", "H", "H", "H", "H", "H", "H", "H", "H", "H", "H", "H", "H", "H", "H", "H", "H", "H", "H", "H", "H", "H", "H", "H", "H", "H", "H", "H"],
  "xyz": [[4.3222, -2.2744, 3.2313], [1.0351, 0.0488, -0.6265], [-1.6575, -3.2596, -5.1590], [-1.2430, -4.1518, 4.0504], [3.1898, -3.9478, -2.4182], [1.0416, 2.7008, 3.8628], [-0.0079, 3.3498, -5.5552], [-1.2564, 6.8931, -0.6653], [-3.5701, -0.1794, 1.9917], [-1.4930, 3.2657, -5.5569], [5.2770, -1.6382, 2.2727], [0.6636, -0.3834, -2.0340], [-2.0536, -0.1014, 2.0197], [-0.2788, -3.0203, -5.6796], [2.3232, -3.8894, -1.1914], [1.8855, 1.8697, 2.9256], [-1.1328, 6.7876, -2.1468], [-0.0617, -4.3547, 3.1295], [3.1233, -5.5839, -3.1943], [1.6527, 2.3018, 5.5530], [-1.8256, -2.5169, 3.6088], [-2.6406, -5.0206, 3.2337], [0.6893, 3.2239, -3.8440], [0.1380, 5.9033, -0.0633], [-1.7802, -2.5993, -3.4871], [-0.2862, 1.2446, -0.2425], [4.8358, -1.6166, 4.8585], [2.7535, -1.4206, 2.9756], [0.4446, -1.3478, 0.4285], [-4.0953, 1.4379, 1.2749], [-0.6240, 8.5524, -0.2691], [-1.6052, -5.0020, -4.5862], [0.3897, 5.1256, -5.6761], [2.2354, -3.0021, -3.6720], [-0.5335, 1.8198, 3.8845], [-3.9927, -1.0768, 0.4623], [-5.0997, 1.3380, 0.8577], [-0.1659, 2.1284, -0.8619], [2.7306, 2.4551, 5.5022], [-0.6149, -1.5642, 0.3050], [1.9968, -1.9891, -3.3593], [0.6562, -1.2015, 1.4833], [2.2115, -6.0662, -2.8292], [-2.6454, -4.5949, 2.2314], [-0.8240, -2.5801, -2.9541], [3.9203, -6.2487, -2.8593], [1.1391, 2.9760, 6.2319], [1.7552, 3.0110, -3.8888], [3.1469, -5.5904, -4.2831], [0.2561, 8.5366, -0.9137], [0.4527, 4.0881, -3.2198], [-0.1552, 5.6605, -6.4496], [-2.7612, -2.2493, 4.1131], [1.9620, -2.1636, 2.8450], [-4.0803, 2.2651, 1.9774], [-1.9851, -2.3429, 2.5545], [-1.6205, -5.7466, -5.3794], [-1.1581, 2.1465, 4.7171], [-0.2643, 0.7834, 4.0725], [-1.2687, 0.8169, -0.4442], [0.9997, -2.2265, 0.0913], [-2.6026, -3.0505, -2.9367], [4.5905, -0.5509, 4.7828], [0.2047, 5.8004, 1.0238], [2.8089, -0.7758, 2.1066], [-3.4780, 1.6287, 0.3964], [1.5738, 1.2273, 5.7214], [-0.2521, 1.3335, 0.8443], [-2.5574, -6.1022, 3.1091], [1.2680, -3.5067, -3.7298], [2.4639, -0.9720, 3.9281], [-1.0824, -1.8790, 4.0868], [1.0487, 6.4524, -0.3218], [-3.5582, -4.9386, 3.8195], [-3.9110, -2.1570, 0.5587], [-4.9990, -0.8311, 0.1132], [-1.9428, -1.5159, -3.5153], [-0.6585, -5.1245, -4.0529], [5.9194, -1.6569, 4.7714], [1.4718, 5.2447, -5.6600], [-0.9099, 2.1024, 2.9078], [-2.3603, -5.2704, -3.8448], [-1.2616, 9.4211, -0.3599], [0.0064, 5.5744, -4.7545], [4.3884, -1.9998, 5.7701], [0.2061, 2.4107, -3.2962], [0.1863, 4.8979, -0.4703], [2.7218, -3.2094, -4.6233], [-0.3363, 8.4114, 0.7791], [-3.3944, -0.7436, -0.3898]],
  "mulliken_charge": [0.4659, 0.4112, 0.4471, 0.3887, 0.3882, 0.4523, 0.4881, 0.4449, 0.4121, -0.6142, -0.6534, -0.5764, -0.3150, -0.5564, -0.5593, -0.5353, -0.5757, -0.5502, -0.9490, -1.0002, -0.5352, -0.9127, -0.4206, -0.7028, -0.7369, 0.1132, -0.9284, -0.3594, -0.1484, -0.9793, -0.8835, -0.7140, -0.6662, -0.1898, -0.4009, -0.9199, 0.4300, 0.1316, 0.3620, 0.1087, 0.1752, -0.1490, 0.2791, 0.1987, 0.1415, 0.3333, 0.3638, 0.3858, 0.3488, 0.2816, 0.0552, 0.3580, 0.5215, 0.2322, 0.3471, -0.0432, 0.3408, 0.5038, -0.0880, -0.1110, 0.3297, 0.3884, 0.2276, 0.4025, 0.2440, 0.2178, 0.2505, -0.1664, 0.3618, -0.3265, 0.1015, 0.1181, 0.3203, 0.3590, 0.2638, 0.5034, 0.3210, 0.0529, 0.3806, 0.3350, 0.0873, 0.3454, 0.3387, 0.0477, 0.3327, 0.0483, 0.0463, 0.4098, 0.3075, 0.2153]
}



2.
{
  "formula": "C18H55F2InNO14S2",
  "method": "wB97M-V/def2-TZVPD",
  "e_homo_ev": [-9.70, -9.70],
  "multiplicity": 2,
  "homo_lumo_gap_ev": [8.86, 5.91],
  "symbols": ["In", "S", "S", "F", "F", "O", "O", "O", "O", "O", "O", "O", "O", "O", "O", "O", "O", "O", "O", "N", "C", "C", "C", "C", "C", "C", "C", "C", "C", "C", "C", "C", "C", "C", "C", "C", "C", "C", "H", "H", "H", "H", "H", "H", "H", "H", "H", "H", "H", "H", "H", "H", "H", "H", "H", "H", "H", "H", "H", "H", "H", "H", "H", "H", "H", "H", "H", "H", "H", "H", "H", "H", "H", "H", "H", "H", "H", "H", "H", "H", "H", "H", "H", "H", "H", "H", "H", "H", "H", "H", "H", "H", "H"],
  "xyz": [[10.9487, -12.2684, -21.7091], [13.6698, -14.9551, -19.5778], [13.8951, -14.8897, -21.8709], [12.5136, -14.5781, -18.5326], [13.4263, -14.1758, -23.2401], [15.3325, -14.5568, -21.9238], [15.1418, -16.0740, -26.2171], [10.7887, -17.1262, -18.1849], [13.7936, -16.3959, -19.5359], [9.7780, -14.2810, -19.6401], [13.5073, -19.4965, -16.1764], [11.2532, -12.8745, -24.6687], [16.1115, -14.4527, -14.3600], [15.6969, -10.4656, -25.1153], [10.4511, -14.9435, -23.2994], [13.3894, -16.2268, -22.2869], [15.6621, -11.7454, -19.7765], [14.7155, -14.1657, -18.9343], [12.9299, -10.8967, -19.5057], [12.9312, -14.1857, -20.9018], [16.2746, -15.8558, -16.2578], [9.9632, -17.8208, -17.3248], [15.6856, -18.3100, -25.7337], [13.0677, -10.4671, -18.2011], [13.1166, -11.6257, -17.3054], [15.3645, -11.6662, -24.4405], [16.9895, -11.9955, -20.2169], [16.8088, -15.6484, -14.8340], [17.8711, -12.6043, -19.0550], [15.8095, -16.8564, -25.3751], [10.4191, -16.1621, -24.0398], [13.1229, -19.7215, -18.4704], [8.7093, -18.3627, -18.0994], [16.1597, -12.7623, -25.2218], [7.6439, -14.0866, -18.4596], [9.0673, -16.7332, -23.6140], [13.7829, -20.3086, -17.2915], [8.4042, -14.6395, -19.6066], [7.2250, -13.0980, -18.6477], [12.1974, -9.8301, -18.0432], [10.6126, -14.2509, -23.9443], [13.3161, -18.6544, -18.5803], [17.8506, -13.6935, -19.0919], [7.9144, -14.3379, -20.5324], [10.1534, -15.0102, -19.1412], [15.3777, -12.6207, -19.5035], [11.2763, -16.8094, -23.8546], [17.4047, -11.1106, -20.6993], [10.4736, -18.5369, -16.6807], [8.2359, -16.0766, -23.8706], [15.2868, -18.5203, -26.7261], [11.7073, -17.3071, -17.9727], [9.5170, -17.0810, -16.6601], [16.6376, -10.3423, -24.9686], [15.4781, -16.6676, -24.3540], [13.8297, -10.9931, -19.8261], [14.8397, -20.1225, -17.4827], [15.9615, -12.7790, -26.2935], [10.3826, -15.9730, -25.1126], [16.8542, -12.7896, -20.9512], [8.4868, -15.7261, -19.6332], [16.6479, -15.1209, -16.9709], [13.2761, -11.1568, -16.3344], [16.5889, -13.6457, -14.5662], [18.9229, -12.3302, -19.1368], [15.2048, -15.6776, -16.3662], [13.9485, -9.8256, -18.2274], [14.9891, -18.8281, -25.0746], [15.7378, -11.5880, -23.4195], [16.4803, -16.8744, -16.5869], [8.2225, -13.8943, -17.5561], [17.2200, -12.6879, -24.9802], [12.1895, -12.1981, -17.2759], [14.0373, -12.2055, -17.3713], [13.6357, -21.3733, -17.1102], [8.8610, -19.1630, -18.8238], [13.3539, -20.2549, -19.3925], [17.4638, -12.3456, -18.0776], [8.1206, -18.8887, -17.3478], [16.8726, -16.6178, -25.4080], [14.3047, -11.9177, -24.4833], [15.8575, -13.6874, -24.7309], [13.9357, -19.9012, -15.4186], [8.1753, -17.5591, -18.6064], [9.0833, -16.9959, -22.5563], [16.4908, -16.5498, -14.3101], [17.8501, -15.3437, -14.7292], [14.2798, -15.8652, -25.8498], [11.8844, -13.5072, -25.0634], [8.7890, -17.5426, -24.2889], [12.0377, -19.8057, -18.4131], [16.6681, -18.7819, -25.7177], [6.7680, -14.7291, -18.3698]],
  "lowdin_spin": [0.0217, 0.0001, -0.0005, 0.0000, 0.0021, 0.0007, 0.0000, 0.0000, -0.0001, 0.0024, 0.0000, 0.9068, 0.0000, 0.0000, 0.0413, 0.0004, 0.0000, 0.0000, 0.0027, 0.0004, 0.0000, 0.0000, 0.0000, 0.0001, 0.0000, -0.0002, 0.0000, 0.0000, 0.0000, 0.0000, 0.0022, 0.0000, 0.0000, 0.0000, 0.0000, 0.0043, 0.0000, 0.0001, 0.0000, 0.0000, -0.0001, 0.0000, 0.0000, 0.0000, 0.0000, 0.0000, -0.0002, 0.0000, 0.0000, 0.0001, 0.0000, 0.0000, 0.0000, 0.0000, 0.0000, 0.0000, 0.0000, 0.0000, 0.0003, 0.0000, 0.0000, 0.0000, 0.0000, 0.0000, 0.0000, 0.0000, 0.0000, 0.0000, 0.0000, 0.0000, 0.0000, 0.0000, 0.0000, 0.0000, 0.0000, 0.0000, 0.0000, 0.0000, 0.0000, 0.0000, -0.0004, 0.0000, 0.0000, 0.0000, -0.0001, 0.0000, 0.0000, 0.0000, 0.0150, 0.0009, 0.0000, 0.0000, 0.0000]
}